9
Properties=species:S:1:pos:R:3:forces:R:3:lowdin_charge:R:1 method="wB97M-V/def2-TZVPD" mol_weight_da=83.074 e_homo_ev=-14.92 charge=+1 lumo_energy_ha=-0.221 e_above_lowest_kcal_mol=42.2 orbital_gap_ev=8.893
H -0.6925 1.7648 -0.2701 0.3 -0.1 0.3 0.170
C -0.0951 -0.0488 -1.2918 0.3 -0.8 -0.2 -0.009
N 0.7666 0.3558 2.6245 -0.1 0.1 0.7 0.422
N -0.7605 0.7551 -0.3656 -0.9 1.2 -0.4 0.112
N -0.3382 -0.1435 0.6374 -1.8 -1.6 -1.3 -0.051
H 0.7087 -1.9427 -0.2732 0.0 -0.3 0.1 0.123
H -0.0651 0.0854 -2.3523 0.0 0.0 -0.3 0.134
C 0.2555 -0.9835 -0.3942 0.5 0.3 -0.8 0.054
N 0.2206 0.1573 1.6854 1.7 1.2 1.9 0.045



15
Properties=species:S:1:pos:R:3:forces:R:3:lowdin_charge:R:1 method="wB97M-V/def2-TZVPD" mol_weight_da=122.169 e_homo_ev=-2.63 charge=-1 lumo_energy_ha=0.129 e_above_lowest_kcal_mol=67.4 orbital_gap_ev=6.129
H -1.3721 -2.1658 -2.6557 -3.3 -1.5 1.3 -0.007
N 0.4655 -0.0068 -0.1390 0.9 0.0 0.3 -0.014
H 1.2209 1.8869 0.5078 -0.7 -1.2 1.2 0.110
H 0.0648 -2.2617 -2.5797 3.5 -2.3 2.0 -0.027
O -0.6043 -1.7946 -2.9442 -0.1 3.9 -3.1 0.031
C 1.3931 -0.8248 0.3636 -0.8 -3.4 -1.5 -0.352
S -2.5742 1.5935 1.1764 0.9 -0.1 -0.1 -0.031
O 1.5729 -2.0326 0.0042 -0.2 2.8 0.6 -0.094
C -0.7881 1.2283 1.6266 -0.8 -1.6 0.8 -0.748
H -0.6228 1.8816 2.5987 0.5 -1.6 -2.1 0.041
H -0.0025 1.8599 -0.5079 -1.4 0.1 1.1 0.098
H 1.9506 -0.3942 1.1827 0.4 0.3 0.3 0.122
H -0.7767 -0.0017 1.8173 0.2 3.3 0.3 0.077
H -0.1665 -0.2774 -0.8864 0.3 -0.4 0.3 0.129
C 0.2393 1.3092 0.4355 0.6 1.6 -1.3 -0.334



10
Properties=species:S:1:pos:R:3:forces:R:3:lowdin_charge:R:1 method="wB97M-V/def2-TZVPD" mol_weight_da=132.988 e_homo_ev=-9.67 charge=0 lumo_energy_ha=0.027 smiles="C=C1C[C@H]1Br" e_above_lowest_kcal_mol=30.4 orbital_gap_ev=10.417
Br -0.9525 -0.0142 -2.3529 0.5 -0.2 -0.1 0.668
H 1.0472 -1.4490 -0.5847 -0.4 -3.6 -1.1 0.052
C -0.1165 -0.0123 0.4200 0.7 0.3 -0.7 -0.318
C 0.2977 0.4177 -0.9642 -0.6 3.3 1.7 -0.689
H 2.2125 -0.3946 0.1651 -2.0 0.4 -0.4 0.148
H -1.8379 0.7359 0.9802 -3.1 2.5 -1.0 0.015
C -1.0796 0.1758 1.2983 2.4 -2.9 0.6 0.068
H -1.2838 -0.4417 2.1701 0.6 0.3 0.1 0.071
C 1.1153 -0.5395 -0.1696 2.1 1.6 1.4 -0.132
H 0.5975 1.5218 -0.9623 -0.3 -1.8 -0.5 0.117